Record 1
DFT (ωB97M-V/def2-TZVPD) results for the molecule C3H6O2S.

## Properties
* gap between HOMO and LUMO: 9.99 eV
* ΔE to the lowest compared entry with this formula, charge and spin: 173.9 kJ/mol
* highest occupied orbital energy: -9.3 eV

Last column: natural (NBO) charge in e.
Positions of all 12 atoms, in Å:
1 O -0.754 -1.525 -0.271  -0.700
2 C -0.999 -0.196 0.038  0.074
3 C -0.123 0.823 -0.628  0.051
4 O 0.822 0.275 -1.487  -0.719
5 C 0.022 0.567 0.864  -0.439
6 S 1.465 -0.282 1.473  -0.032
7 H -0.158 -1.513 -1.050  0.493
8 H -2.054 0.027 0.216  0.194
9 H -0.524 1.785 -0.948  0.191
10 H 1.685 0.222 -1.006  0.491
11 H -0.352 1.334 1.549  0.240
12 H 0.968 -1.518 1.249  0.157

---

Record 2
DFT (ωB97M-V/def2-TZVPD) results for the molecule C7H10.

## Properties
* gap between HOMO and LUMO: 10.44 eV
* ΔE to the lowest compared entry with this formula, charge and spin: 233.6 kJ/mol
* highest occupied orbital energy: -9.3 eV

Last column: natural (NBO) charge in e.
Positions of all 17 atoms, in Å:
1 C -0.894 0.254 2.370  -0.481
2 C 0.054 0.831 1.683  0.096
3 C 0.840 1.203 0.709  -0.287
4 C 0.538 0.580 -0.653  -0.281
5 C 1.511 -0.572 -0.912  -0.604
6 C -0.916 0.180 -0.752  -0.150
7 C -1.385 -1.006 -1.122  -0.415
8 H -0.752 -0.751 2.754  0.222
9 H -1.865 0.723 2.494  0.220
10 H 1.707 1.851 0.835  0.230
11 H 0.686 1.346 -1.427  0.218
12 H 1.385 -0.988 -1.917  0.212
13 H 2.545 -0.226 -0.810  0.213
14 H 1.353 -1.374 -0.181  0.211
15 H -1.622 0.973 -0.502  0.202
16 H -2.452 -1.174 -1.236  0.202
17 H -0.732 -1.850 -1.332  0.193

---

Record 3
DFT (ωB97M-V/def2-TZVPD) results for a 4-piece molecular cluster, C4H13NO3 overall at a distorted geometry.

## Properties
* gap between HOMO and LUMO: 8.54 eV
* ΔE to the lowest compared entry with this formula, charge and spin: 260.8 kJ/mol
* highest occupied orbital energy: -8.0 eV

Last column: natural (NBO) charge in e.
Positions of all 21 atoms, in Å:
1 C -2.556 0.361 -1.355  -0.342
2 C -1.874 -0.723 -0.991  -0.238
3 C -0.760 -0.622 -0.028  0.145
4 C 0.012 0.470 0.066  -0.508
5 N -0.601 -1.660 0.897  -0.839
6 H -3.383 0.216 -2.041  0.194
7 H -2.377 1.366 -1.009  0.202
8 H -2.159 -1.667 -1.438  0.210
9 H -0.056 1.293 -0.611  0.228
10 H 0.670 0.536 0.920  0.160
11 H -1.284 -2.383 1.008  0.399
12 H 0.112 -1.448 1.569  0.380
13 O 2.003 1.290 -1.432  -0.938
14 H 2.818 1.707 -1.127  0.469
15 H 2.283 0.575 -2.020  0.483
16 O 0.038 1.360 3.302  -0.943
17 H -0.111 0.945 2.442  0.472
18 H 0.165 2.291 3.096  0.468
19 O 2.405 -1.513 -0.750  -0.942
20 H 2.701 -0.615 -0.552  0.466
21 H 1.952 -1.779 0.056  0.471

---

Record 4
DFT (ωB97M-V/def2-TZVPD) results for a 2-piece molecular cluster, C2H3ClO3P overall at a distorted geometry.

## Properties
* net charge: -1
* gap between HOMO and LUMO (alpha / beta): 6.40 / 8.57 eV
* ΔE to the lowest compared entry with this formula, charge and spin: 452.1 kJ/mol
* highest occupied orbital energy (alpha / beta): -3.3 / -5.1 eV

Last column: natural (NBO) charge in e.
Positions of all 10 atoms, in Å:
1 C -1.215 -1.308 -0.463  -0.172
2 C -0.749 0.011 -0.750  -0.030
3 O 1.414 0.683 2.552  -1.102
4 O 2.681 0.676 0.314  -1.110
5 O -1.973 -0.463 -1.298  -0.532
6 P 1.503 0.984 1.108  1.895
7 Cl 1.128 2.994 0.775  -0.424
8 H -0.948 -2.217 -0.936  0.154
9 H -1.746 -1.481 0.396  0.163
10 H -0.095 0.123 -1.698  0.158

---

Which value of ΔE to the lowest compared entry with this formula, charge and spin does entry 1 give? 173.9 kJ/mol

---

Among the records above, which one has the lowest ΔE to the lowest compared entry with this formula, charge and spin? C3H6O2S